(1)
Computed, not measured: a cluster of 2 separate species, C20H43FN6O3P in total in a non-equilibrium geometry, with ωB97M-V with the def2-TZVPD basis set.

Atoms and positions in Å:
C (0.53, -2.42, 0.93)
C (1.07, -2.48, -0.62)
C (1.13, -0.98, -1.36)
O (-0.05, -0.93, -2.24)
N (-0.25, 0.29, -2.77)
C (-1.35, 1.31, -2.60)
N (-2.47, 1.18, -1.81)
C (-3.46, 2.37, -1.86)
C (-4.35, 2.38, -3.27)
C (-5.33, 1.04, -3.39)
N (-4.98, 0.14, -4.57)
C (-2.86, -0.01, -0.97)
F (-2.96, -1.30, -1.71)
C (-1.92, -0.13, 0.41)
C (-2.58, 1.01, 1.44)
N (-1.11, 2.55, -3.42)
C (0.19, 2.31, -4.16)
C (0.88, 3.40, -5.17)
C (1.46, 4.62, -4.20)
C (2.24, 4.01, -2.86)
N (1.58, 3.93, -1.48)
O (3.51, 3.59, -3.00)
N (0.59, 0.92, -3.71)
P (2.09, 0.36, -4.49)
O (3.41, 0.58, -3.63)
H (0.48, -1.30, 1.30)
H (1.20, -3.08, 1.63)
H (-0.58, -2.83, 0.90)
H (0.49, -3.26, -1.29)
H (2.20, -2.87, -0.58)
H (2.17, -0.97, -1.92)
H (1.18, -0.10, -0.57)
H (-4.26, 2.31, -0.99)
H (-2.90, 3.41, -1.68)
H (-4.94, 3.39, -3.29)
H (-3.62, 2.30, -4.21)
H (-6.43, 1.43, -3.58)
H (-5.26, 0.40, -2.39)
H (-3.98, -0.19, -4.52)
H (-5.54, -0.75, -4.48)
H (-3.95, 0.20, -0.55)
H (-0.82, 0.22, 0.24)
H (-2.04, -1.15, 0.97)
H (-3.15, 0.54, 2.35)
H (-1.71, 1.68, 1.92)
H (-3.28, 1.76, 0.88)
H (1.68, 2.97, -5.90)
H (0.00, 3.91, -5.79)
H (2.22, 5.32, -4.76)
H (0.59, 5.29, -3.75)
H (1.37, 2.92, -1.25)
H (2.23, 4.24, -0.72)
H (1.92, -1.09, -4.68)
H (2.34, 0.90, -5.80)
C (3.77, -3.72, 7.36)
C (2.56, -4.02, 6.48)
C (2.75, -3.59, 5.03)
C (2.95, -2.08, 4.81)
C (1.83, -1.19, 5.35)
C (0.49, -1.44, 4.67)
H (3.98, -2.65, 7.41)
H (3.59, -4.08, 8.37)
H (4.66, -4.23, 6.97)
H (1.67, -3.55, 6.91)
H (2.37, -5.10, 6.50)
H (1.88, -3.93, 4.44)
H (3.62, -4.12, 4.61)
H (3.07, -1.90, 3.73)
H (3.90, -1.77, 5.27)
H (2.11, -0.14, 5.18)
H (1.73, -1.31, 6.43)
H (0.56, -1.28, 3.59)
H (-0.27, -0.76, 5.07)
H (0.14, -2.46, 4.85)

Properties
E_tot   -48508.2285 eV
Charge   +1
Frontier orbital gap   7.871 eV
Spin multiplicity   1

---

(2)
Computed, not measured: the molecule C3H4O3S in a non-equilibrium geometry, with ωB97M-V with the def2-TZVPD basis set.

Atoms and positions in Å:
C (1.23, 0.55, -0.21)
C (-0.14, -0.16, -0.39)
C (-1.37, 0.12, 0.51)
H (3.24, -0.17, 0.94)
H (-0.31, 0.34, -1.37)
H (-0.16, -1.23, -0.44)
H (-2.32, -0.51, -1.10)
O (1.58, 1.64, -0.08)
O (-2.38, -0.64, 0.00)
O (-1.50, 0.84, 1.48)
S (2.12, -0.77, 0.67)

Properties
E_tot   -20151.8097 eV
SMILES   O=C(O)CC(=O)S
Relative energy (zero: lowest compared OMol25 entry of this formula, charge and spin)   247.4 kJ/mol
Frontier orbital gap   10.003 eV
Spin multiplicity   1

---

(3)
Computed, not measured: the molecule C5H11NO2Si in a non-equilibrium geometry, with ωB97M-V with the def2-TZVPD basis set.

Atoms and positions in Å:
C (-1.29, 1.51, 0.04)
C (0.77, -0.19, 1.81)
C (1.19, 0.88, 0.76)
C (-0.63, -0.73, 1.41)
C (-0.22, 0.58, -0.42)
N (-0.79, -0.68, -0.06)
O (-2.47, 1.34, -0.42)
O (-1.14, 2.47, 0.78)
Si (0.00, 1.05, -2.30)
H (1.51, -1.07, 1.90)
H (0.68, 0.13, 2.87)
H (1.10, 1.99, 0.92)
H (2.08, 0.59, 0.21)
H (-0.75, -1.72, 1.76)
H (-1.40, -0.12, 1.86)
H (-0.20, -1.37, -0.45)
H (-2.53, 0.76, -1.17)
H (-0.01, -0.08, -3.21)
H (1.36, 1.52, -2.43)
H (-1.13, 2.07, -2.65)

Properties
E_tot   -18824.1307 eV
SMILES   O=C(O)[C@@]1([SiH3])CCCN1
Relative energy (zero: lowest compared OMol25 entry of this formula, charge and spin)   446.5 kJ/mol
Frontier orbital gap   10.193 eV
Spin multiplicity   1

---

(4)
Computed, not measured: the ion C3H6IN2 with charge +1 in a non-equilibrium geometry, with ωB97M-V with the def2-TZVPD basis set.

Atoms and positions in Å:
C (-0.58, 0.25, 1.14)
C (1.03, 0.24, -0.60)
C (-0.33, -0.47, -1.04)
N (0.71, 0.96, 0.58)
N (-1.00, -0.57, 0.23)
I (-1.34, 0.55, 2.93)
H (1.77, -0.41, -0.28)
H (1.30, 0.78, -1.54)
H (-1.04, 0.07, -1.58)
H (-0.06, -1.26, -1.63)
H (1.24, 1.16, 1.42)
H (-1.69, -1.30, 0.38)

Properties
E_tot   -14280.7747 eV
SMILES   IC1=[NH+]CCN1
Relative energy (zero: lowest compared OMol25 entry of this formula, charge and spin)   129.1 kJ/mol
Charge   +1
Frontier orbital gap   10.160 eV
Spin multiplicity   1

---

Question: Which value of E_tot does entry 3 give?
Answer: -18824.1307 eV

---

Question: Which of these has the highest frontier orbital gap?
Answer: C5H11NO2Si

---

Question: What is the formula in the third record?
Answer: C5H11NO2Si